[1]
A structure of composition C55H59BrInN7O5S2. Source: OMol25; level of theory: ωB97M-V with the def2-TZVPD basis set.

Last column: Mulliken charge in e.
Atoms and positions in Å:
In -0.8091 -0.0864 0.8051  1.0572
Br -4.3126 -1.1667 6.4191  -0.2180
S -2.3130 -2.2575 0.6900  -0.1275
S -0.0194 1.9298 2.0869  -0.1428
O 1.9388 -0.3607 -3.6609  -0.3338
O -0.7019 0.1657 -1.2043  -0.2989
O -2.7605 0.9797 0.7766  -0.7753
O 3.5863 -0.4844 -2.1038  -0.3685
O 1.0229 -1.8664 0.0482  0.6572
N 2.0008 -3.3320 1.9128  0.4954
N -1.2981 4.1281 2.7724  0.3557
N -1.2462 -0.5633 3.7632  0.4613
N -4.6150 -0.8572 1.2384  0.5111
N -2.1566 3.1987 0.8874  0.1185
N -4.7263 -2.9624 1.6936  0.3265
N 0.6741 -1.5465 1.4459  0.1106
C 0.9130 4.9783 3.5539  -0.9707
C 1.0378 -2.3176 2.3833  -1.4387
C 1.7970 -3.9207 -1.5155  0.1511
C -1.7449 6.2018 1.4395  -0.7590
C 2.1493 -5.0850 -2.1893  -1.0293
C -2.5810 -0.9078 5.6994  -0.5521
C 4.4619 0.1060 2.2973  -1.7338
C 3.4764 -5.3408 -2.4938  -0.8558
C 3.3425 -0.4369 -3.5037  1.5401
C 0.5939 1.8721 -2.3850  0.3305
C -1.4666 -0.8816 6.5176  -0.1113
C 4.0215 0.8008 -4.0656  -1.9371
C -0.3640 4.2245 3.8943  -0.6859
C 4.0993 -3.2675 -1.4501  -0.3547
C -1.2701 1.0527 -4.4708  -0.4998
C -3.5311 2.4298 -0.9184  0.7682
C -1.2738 3.1090 1.9062  0.1010
C -2.7602 2.1781 0.3243  -0.0634
C -2.2031 5.2642 2.5481  -0.7031
C 3.4465 -2.5974 1.8582  2.5867
C -1.4818 -1.1292 -3.5330  -0.2546
C 3.8959 -0.2577 1.0851  -0.2774
C -4.5871 1.5658 -2.8981  -0.7400
C 4.4491 -3.7312 1.5623  -2.0979
C -3.9109 -1.9980 1.2152  -0.7558
C -5.8747 -1.0851 1.7447  -0.5689
C 0.3223 2.7379 -1.3412  0.4967
C 0.7557 4.0567 -1.3403  -0.8187
C 1.9096 -4.5410 2.7593  -1.0404
C 0.0737 0.4321 -2.3265  1.5918
C -3.8780 1.3499 -1.7278  -0.2298
C -4.5992 3.9335 -2.4596  -0.8227
C 1.2617 -0.5892 -2.4320  -0.2854
C 3.3116 -1.4885 0.8315  -0.1528
C 3.7139 -2.0160 3.2092  -1.1885
C -0.8901 0.1349 -3.5011  0.4938
C 2.4496 -1.7141 -0.3667  1.0507
C 2.7699 -3.0024 -1.1270  0.5104
C -2.7245 -0.5614 -5.5113  -0.7562
C 1.4680 4.5502 -2.4182  -0.8698
C 1.2907 2.3922 -3.4807  -0.4530
C 4.4511 -4.4225 -2.1250  -0.9782
C -2.1732 0.7063 -5.4708  -1.0206
C -0.1666 -0.5361 4.5392  -0.3286
C -5.9495 -2.4035 2.0239  -0.4876
C -2.4288 -0.7414 4.3310  -0.1317
C -4.9514 2.8544 -3.2605  -0.5336
C 2.3790 -0.5159 -1.3662  -1.2970
C -2.3816 -1.4784 -4.5238  -0.7822
C 4.2738 -0.7895 3.3687  -0.6285
C 3.8447 -1.6985 -4.1897  -1.7965
C 1.7230 3.7083 -3.4936  -1.2372
C -3.8862 3.7233 -1.2913  -0.2592
C -0.2322 -0.6862 5.9170  -1.3001
C -4.3439 -4.3511 1.8569  -0.9022
H 0.5286 4.6906 -0.4908  0.4233
H 4.7088 -4.2502 2.4875  0.6069
H -2.4519 7.0277 1.3467  0.3779
H 2.2620 4.0801 -4.3569  0.4209
H 0.7895 -0.4014 4.0487  0.7591
H -3.4211 -0.8335 -6.2947  0.3667
H 5.3547 -3.2486 1.1975  0.3653
H 3.5726 -2.6663 4.0649  0.3344
H 5.4908 -4.6095 -2.3632  0.4822
H -3.1986 4.8783 2.3325  0.3866
H 5.1023 0.6583 -4.0377  0.4815
H -0.2482 2.3753 -0.5087  -0.6794
H -1.7012 5.6775 0.4874  0.0407
H 1.4740 1.7681 -4.3401  1.0125
H 1.8131 5.5764 -2.4310  0.4316
H -0.8780 2.0590 -4.4541  0.5420
H -4.8238 0.7294 -3.5424  0.4194
H -3.5386 0.3566 -1.4641  0.1590
H 4.5578 -0.4878 4.3725  0.4489
H 2.7263 -5.2179 2.5321  0.3307
H 3.7758 -1.5726 -5.2710  0.5209
H 0.7091 6.0191 3.3027  0.3113
H -5.4990 3.0214 -4.1795  0.4127
H -0.1319 3.2142 4.2266  0.2455
H -6.6014 -0.3015 1.8514  0.5071
H 4.9313 1.0685 2.4346  0.4093
H 3.7512 -6.2477 -3.0172  0.4160
H -1.2544 -1.8412 -2.7488  0.1445
H 4.8845 -1.8876 -3.9233  0.3280
H 0.6756 -0.6604 6.5035  0.4891
H 3.7199 0.9614 -5.1014  0.3467
H -3.2959 -0.7589 3.6776  0.3802
H 1.4253 4.5089 2.7143  0.2105
H -3.5924 -4.4412 2.6404  0.3132
H 1.5863 4.9662 4.4115  0.4382
H 3.7682 1.6752 -3.4722  0.3862
H 0.8187 -1.5886 -2.4446  0.2020
H -1.5627 -1.0101 7.5871  0.4523
H -4.8776 4.9383 -2.7498  0.4463
H -4.1532 0.0232 0.9844  0.0294
H -2.4477 1.4431 -6.2158  0.4398
H 4.8537 -2.5548 -1.1461  0.5180
H -2.2558 5.7980 3.4970  0.4146
H -0.7627 6.6218 1.6536  0.2825
H 2.2598 0.4036 -0.7815  1.4056
H 3.9116 0.4717 0.2833  0.4896
H -6.7514 -2.9965 2.4236  0.4747
H 1.3787 -5.7881 -2.4797  0.4465
H -5.2301 -4.9207 2.1236  0.3369
H 3.2382 -2.5541 -3.8984  0.2557
H -3.5966 4.5517 -0.6590  0.3795
H 0.7560 -3.7228 -1.2917  0.5029
H 0.9582 -5.0299 2.5575  0.3518
H -2.8182 -2.4699 -4.5268  0.4449
H 1.9332 -4.2284 3.7984  0.3634
H -3.9304 -4.7301 0.9246  0.3303
H 1.7898 -3.5940 0.9433  0.2669
H -0.9002 4.7204 4.7050  0.4629
H 4.1248 -4.4589 0.8167  0.3745

The value obtained for the frontier orbital gap is 5.24 eV. The HOMO energy comes out at -5.25 eV. The calculation puts the max |F| at 0.7 eV Å⁻¹. As for the energy above the lowest of the compared OMol25 structures with the same formula, charge and spin: 515.8 kJ/mol. Its electronic energy is -6451.1762 a.u. Its charge is 0.

[2]
A structure of composition C55H60ClGe2O5RbS4. Source: OMol25; level of theory: ωB97M-V with the def2-TZVPD basis set.

Last column: Mulliken charge in e.
Atoms and positions in Å:
Rb 0.8325 -2.0964 3.3019  1.1680
Ge -1.3868 -0.7991 -0.5550  0.3744
Ge 1.1136 0.9263 0.3389  0.2946
Cl 4.7945 -7.2686 8.4279  -0.2922
S 2.5490 -0.0733 1.5636  -0.9366
S -1.3686 -2.6020 0.4753  -0.7097
S -1.0487 0.9931 1.0072  0.1817
S 0.5492 -0.1385 -1.6570  0.4487
O 1.2766 -4.9404 -1.2027  -0.6954
O 0.3567 -3.4088 6.0050  -0.5448
O 2.7529 -3.2434 4.6291  -0.5426
O -2.2879 -1.3681 3.7764  -0.6354
O 2.9193 -2.7159 -1.7812  -0.8521
C -5.3176 -0.3820 -2.4235  -0.1869
C 4.5350 0.0331 -3.5443  0.5149
C -1.4447 -1.3080 -3.8331  0.3922
C -3.7855 -0.9386 -4.1191  0.1921
C 2.8772 5.4046 -0.5879  -0.9861
C -5.2638 0.6893 3.9840  -1.4868
C -1.7934 4.0269 3.5405  0.4573
C 0.8522 -2.2288 -5.2350  0.7226
C -0.9844 -2.6289 -3.6965  1.7495
C 2.8635 3.0478 -1.0359  -0.2185
C 3.4405 1.9272 -1.8121  0.9905
C -5.1237 0.3458 2.5046  0.7794
C 3.2523 -3.9685 5.5226  -0.0901
C -1.1339 1.0741 -4.6970  -1.4672
C 0.2479 3.9297 1.5721  -0.0527
C 5.2286 1.4687 -0.1182  -1.6414
C -4.2339 -0.4409 -1.4531  -0.2049
C 2.8816 1.7426 -3.0770  0.4176
C -0.4884 3.6989 3.8577  -1.3043
C -0.7399 -0.4207 -4.6465  1.3412
C 5.0502 -5.3793 6.4921  -0.2484
C -1.0884 4.2403 1.2820  1.4328
C 0.1867 -3.0659 -4.3687  -1.2693
C 0.9941 -4.2657 6.6012  -0.3057
C -4.4955 -0.1773 -0.0796  0.8300
C 1.6902 2.5275 -3.5487  -1.3617
C 5.1567 -1.0772 -4.4258  -1.8647
C -4.9754 -1.1828 0.7134  0.8572
C -2.9225 3.9467 4.5831  -1.7670
C 1.7682 2.7992 -0.1905  -1.3070
C -5.0950 -0.6534 -3.7290  -1.1369
C -4.0962 2.2153 -0.6103  -1.3293
C 4.1877 -5.9784 7.4027  0.2197
C 5.1116 0.2328 -2.3075  -0.7841
C -4.9809 -2.6866 0.2574  -1.6053
C -2.9489 -0.7419 -1.8909  -1.1067
C -1.4251 4.4642 -0.1602  -2.1530
C 0.5821 3.6682 2.9029  1.3955
C 1.8154 5.2192 0.2975  -0.5626
C -4.5243 1.1535 0.3527  0.2939
C 0.3551 -0.8974 -5.3549  -0.5016
C 4.6427 -4.3924 5.6148  -0.7255
C -2.0491 4.3495 2.2244  -0.2633
C 3.4643 0.7887 -3.9314  -0.4355
C -1.7048 -3.6050 -2.8439  -1.7409
C 4.5996 1.1923 -1.4406  1.2613
C 1.9379 3.3571 3.3544  -1.3674
C 1.2898 3.8980 0.5203  0.3253
C 2.8558 -5.6125 7.4065  -0.5808
C 3.4427 4.3020 -1.1929  0.6826
C 2.3983 -4.5839 6.5429  0.8951
C -2.7124 -0.9673 -3.2000  -0.1284
C -4.6972 1.4150 1.6906  -0.4299
C 2.1516 -2.7729 -5.7913  -1.7538
C -5.2523 -0.9274 2.0348  -1.0208
H 2.9266 -2.8113 -5.0305  0.0933
H 2.6689 4.1765 3.3753  0.2331
H 2.2570 -2.0193 -1.6609  0.1878
H 0.4542 -4.7348 -0.7526  0.2727
H 2.0076 -3.7971 -6.1328  0.4723
H 0.8672 -0.2368 -6.0996  0.1426
H 4.3574 4.4243 -1.8428  0.2954
H 4.6289 1.0578 0.6824  0.0708
H 0.5071 -4.0659 -4.2131  0.4498
H 1.7690 -4.1450 -1.2494  0.4370
H -1.0298 -4.2051 -2.3044  0.2836
H 1.3384 6.0834 0.7265  0.4826
H 3.0217 0.6076 -4.9044  0.1298
H -5.6604 -2.8287 -0.5418  0.3502
H -6.3083 -0.0998 -2.0714  0.4608
H 0.8782 2.3870 -2.8532  -0.2333
H 2.0225 3.5985 -3.5152  0.4504
H -2.4648 -3.2253 -2.2104  0.0328
H -0.6861 1.5276 -5.6036  0.4349
H -3.0675 4.4957 1.9011  0.2674
H -0.7853 1.5516 -3.7756  -0.1074
H -6.0482 0.1571 4.4992  0.4765
H -2.6865 4.6365 5.3995  0.4575
H 1.4643 2.2142 -4.5378  0.4558
H 0.3832 -4.9754 7.2349  0.1758
H -5.8647 -0.5496 -4.4746  0.4002
H -0.7880 5.2317 -0.6440  0.4125
H 5.3150 2.5489 0.0877  0.2508
H -5.2918 -3.2737 1.1142  0.4437
H -0.1765 3.2739 4.8038  0.2765
H 6.0020 -0.2925 -2.0589  0.4523
H 6.0987 -5.7486 6.5068  0.2914
H -4.7383 2.3845 -1.4687  0.4488
H 2.3689 2.6057 2.7435  0.2033
H -5.5200 1.7241 4.0379  0.4088
H 4.6760 -2.0089 -4.0376  0.1680
H 6.1792 0.9820 0.0314  0.4654
H -2.4145 4.6817 -0.4161  0.6012
H -2.7941 2.9236 4.8743  0.3399
H -5.5180 -1.6724 2.7810  0.3049
H 2.4949 -2.2360 -6.6705  0.4362
H -3.5121 -1.2019 -5.1602  0.3898
H -4.7678 2.3986 2.1547  0.1819
H 2.1884 -6.1844 8.0215  0.3375
H -4.3337 0.4425 4.6013  0.1290
H -1.2099 3.5525 -0.6466  0.1844
H 5.3589 -4.0563 4.8334  0.3175
H -2.2221 -4.2792 -3.4927  0.4191
H 3.2843 6.4185 -0.7117  0.3367
H 6.2290 -1.1742 -4.2800  0.4786
H -2.2184 -0.4913 3.3543  0.2920
H -3.0700 1.8957 -0.9282  -0.1048
H -4.0202 3.2103 -0.1823  0.3948
H -3.9040 4.1953 4.2521  0.3229
H -2.3743 -1.8902 2.9726  0.3141
H 3.4093 -2.6342 -0.9374  0.3060
H -3.9537 -3.0762 0.0373  0.1199
H 4.9237 -0.9663 -5.4791  0.3736
H 1.9049 3.0471 4.4034  0.4268
H -2.1911 1.3071 -4.7815  0.4835

The value obtained for the frontier orbital gap is 6.81 eV. The HOMO energy comes out at -3.11 eV. The calculation puts the max |F| at 3.7 eV Å⁻¹. As for the energy above the lowest of the compared OMol25 structures with the same formula, charge and spin: 0.0 kJ/mol. Its electronic energy is -8739.2357 a.u. Its charge is -2.

[3]
A structure of composition C55H62BN11OS5Ti. Source: OMol25; level of theory: ωB97M-V with the def2-TZVPD basis set.

Last column: Mulliken charge in e.
Atoms and positions in Å:
Ti 1.2296 1.9380 0.1374  0.6667
S 0.6020 0.6788 -4.3470  -0.2885
S -0.5996 1.6169 4.3871  -0.1577
S 2.4287 0.7849 -1.5862  -0.1939
S -0.8319 1.1052 -1.4617  -0.4839
S 0.1738 0.4386 1.8172  -0.6041
O 1.6920 3.4232 -0.7911  -0.1476
N -1.1675 -1.0172 -3.4087  0.1161
N -0.2846 3.1531 0.8244  1.6517
N 0.5911 -2.7269 -1.9060  -0.3796
N -1.9629 -2.2661 -0.3998  -0.1745
N -2.2129 -1.8667 -3.3973  -0.1148
N -1.5284 -1.1289 -0.8880  0.7842
N -0.6042 3.0284 2.1810  -0.8076
N 6.8852 3.3159 4.1779  -0.5895
N 0.8560 -1.4128 -1.8333  0.6968
N 7.0049 1.1028 4.4498  0.0255
N 2.8955 1.9294 1.4435  0.3822
C -4.6701 -3.3070 -5.7750  -2.3458
C -3.3032 -3.4980 1.1849  2.3853
C -5.1147 -2.3223 -3.5210  -1.5129
C -1.4235 -0.5685 -5.7371  0.4106
C 4.4915 3.2142 2.6633  -0.9614
C -2.8946 4.8257 4.1444  -0.5904
C 1.4715 -5.6227 -0.5043  -1.5921
C -2.9311 0.2510 0.4344  -0.2428
C 9.0661 1.0409 5.9239  -1.0673
C -2.8585 -2.0750 -4.5034  -0.2210
C 9.9797 1.9010 6.4917  -0.4226
C -0.4219 4.4415 -1.1905  -0.0645
C -0.3782 1.8574 2.6822  0.6100
C -0.7266 5.6454 -3.2684  -1.0548
C 9.9062 3.2965 6.3087  -0.5228
C -0.9794 0.1437 -6.9693  -1.8196
C -3.4461 1.5932 0.8334  -0.1334
C 2.0811 -5.7997 -2.9355  -1.9213
C 4.5959 -1.3067 -1.7013  -1.7136
C -2.5966 3.5657 4.6472  0.7109
C 2.0866 -0.9144 -1.7075  0.9248
C 3.1901 -1.8158 -1.7434  0.3582
C 0.8971 4.1670 -1.5912  0.5964
C 1.5669 -3.5920 -1.8897  -0.0992
C 8.0630 1.6288 5.1561  0.7817
C -3.7777 -4.4693 0.0979  -1.3452
C 3.3832 3.1153 1.8604  -0.5149
C 1.2054 -5.0648 -1.9117  2.5587
C 2.9064 -3.1465 -1.8318  -0.8273
C -4.0630 -3.0085 -4.4047  2.4141
C -2.0650 -4.0796 1.8837  -1.4044
C -2.8875 -2.1817 0.5439  -0.3856
C -3.4184 -0.9339 0.9330  -0.4747
C 5.1550 2.0491 3.0557  1.1650
C 1.4157 4.6523 -2.7838  -0.6246
C -2.0600 4.8305 0.7037  -1.7742
C -4.9443 3.0173 4.5869  -0.6626
C -3.6249 -4.3270 -3.7574  -1.0625
C -4.4195 -3.3045 2.2101  -2.3753
C -1.2186 5.2015 -2.0616  -0.9001
C -0.2687 -5.2530 -2.2681  -1.8192
C 4.6486 0.8250 2.6062  -1.0173
C 7.9723 3.0173 4.9671  0.5969
C 0.5938 5.3774 -3.6242  -0.5455
C -4.2073 5.1829 3.8618  -0.3353
C -1.8972 0.0807 -0.4888  0.3667
C -3.6348 2.6661 4.8758  -0.2966
C -0.7134 -0.3470 -4.5052  1.0098
C 8.9133 3.8717 5.5520  -0.7534
C -2.4778 -1.4211 -5.7094  -0.7269
C -1.1740 3.2181 5.0020  -1.0973
C 6.3382 2.1647 3.8928  -0.2162
C -0.8973 4.0842 0.1414  1.3467
C 3.5269 0.8045 1.8148  -0.5935
C -5.2340 4.2769 4.0763  -0.5553
B -0.5310 -0.7433 -2.0611  -0.8306
H 3.7117 -3.8687 -1.8631  0.4400
H -2.2388 5.4357 -1.7901  0.4584
H -5.3924 -1.3452 -3.9229  0.3783
H -2.6604 2.1837 1.3057  -0.6082
H 2.0336 -5.3242 -3.9172  0.3969
H -4.2176 -0.9111 1.6608  0.6430
H -0.5272 -6.3085 -2.1703  0.5810
H -1.6927 -3.4074 2.6605  0.3630
H 0.8256 -5.1427 0.2340  0.1782
H 5.3003 -2.1353 -1.7275  0.4323
H -5.4737 -4.0344 -5.6568  0.4158
H -4.7300 -2.1825 -2.5083  0.1372
H 5.1209 -0.1137 2.8594  0.3371
H 10.7800 1.4956 7.0963  0.3970
H 8.8490 4.9414 5.4062  0.4454
H -1.1175 1.2201 -6.8518  0.3301
H -1.0669 3.0881 6.0822  0.4989
H -4.2648 1.5016 1.5444  0.4529
H -6.0163 -2.9351 -3.4690  0.4404
H -3.4189 1.6856 5.2854  0.4254
H 2.4420 4.4312 -3.0416  0.5340
H -2.2069 4.6090 1.7530  -0.4893
H -6.2581 4.5551 3.8650  0.4394
H -2.9611 4.5413 0.1558  0.4472
H -4.4274 6.1739 3.4851  0.4491
H -4.6902 -4.2756 2.6240  0.4371
H -3.0892 -4.1415 -2.8292  -0.2212
H 2.5108 -5.4794 -0.2001  0.3966
H 1.7226 -6.8236 -3.0441  0.4657
H -2.0927 5.5384 3.9851  0.3566
H -4.1092 -2.6723 3.0454  0.4535
H -0.4699 -4.9449 -3.2959  0.4384
H -2.3236 -5.0297 2.3531  0.4814
H -4.4993 -4.9445 -3.5437  0.4974
H -3.0143 -4.6009 -0.6663  -0.0057
H -4.6934 -4.1165 -0.3816  0.3443
H -3.8068 2.1355 -0.0437  0.3350
H 6.7456 0.1334 4.4148  0.1746
H 2.8573 3.9992 1.5248  0.6444
H -1.5391 -0.1959 -7.8388  0.3891
H 10.6530 3.9222 6.7784  0.3999
H -2.9711 -4.8909 -4.4270  0.3703
H 4.7928 -0.6526 -2.5523  0.3843
H 0.9819 5.7391 -4.5671  0.4689
H 3.1053 -0.1250 1.4605  0.6488
H -3.9364 -3.7384 -6.4592  0.4884
H -5.3208 -2.8824 1.7598  0.4655
H -5.1030 -2.4187 -6.2396  0.4416
H -0.4813 3.9990 4.6955  0.3770
H 0.0862 -0.0135 -7.1348  0.3880
H 3.1259 -5.8583 -2.6262  0.3960
H -1.3609 6.2132 -3.9345  0.4652
H 1.2664 -6.6939 -0.4919  0.4789
H 9.1318 -0.0291 6.0691  0.3897
H -1.9282 5.9018 0.5577  0.6928
H -3.0333 -1.6166 -6.6162  0.5609
H -0.9141 -4.6680 -1.6136  -0.1223
H -1.2650 -4.2575 1.1638  0.0316
H 4.7734 -0.7157 -0.8018  0.2562
H 4.8630 4.1760 2.9863  0.5757
H -5.7450 2.3140 4.7774  0.4551
H -3.9841 -5.4416 0.5473  0.4839

The value obtained for the frontier orbital gap is 6.00 eV. The HOMO energy comes out at -12.10 eV. The calculation puts the max |F| at 0.9 eV Å⁻¹. As for the energy above the lowest of the compared OMol25 structures with the same formula, charge and spin: 62.0 kJ/mol. Its electronic energy is -5675.6334 a.u. Its charge is +2.